Record 1
Formula: C40H45ClNO3PRhS2Si2Te
Source: the Open Molecules 2025 dataset
Level of theory: ωB97M-V with the def2-TZVPD basis set

Last column: Löwdin charge in e.
Cartesian coordinates (Å):
Rh (0.54, 0.94, 0.06)  0.5677
S (2.10, 1.62, 1.84)  0.6843
C (0.64, 2.39, 2.27)  -1.1002
N (-0.38, 2.20, 1.45)  -0.1296
C (-1.45, 3.05, 1.75)  -0.3135
C (-2.64, 3.24, 1.04)  -0.0647
C (-3.58, 4.13, 1.53)  -0.0574
C (-3.36, 4.84, 2.71)  -0.0702
C (-2.18, 4.69, 3.41)  -0.0772
C (-1.23, 3.80, 2.91)  -0.4699
S (0.35, 3.48, 3.56)  1.0899
H (-2.82, 2.71, 0.12)  0.0447
H (-4.50, 4.27, 0.98)  0.1110
H (-4.11, 5.53, 3.08)  0.1104
H (-1.99, 5.25, 4.31)  0.1149
Cl (-1.21, 3.44, -1.81)  0.8006
C (-0.84, 2.43, -3.17)  -0.6384
C (-0.57, 3.05, -4.38)  -0.0887
C (-0.38, 2.28, -5.51)  -0.0486
C (-0.49, 0.90, -5.44)  -0.0530
C (-0.75, 0.28, -4.23)  -0.0649
C (-0.90, 1.03, -3.06)  -0.3522
P (-1.10, 0.23, -1.44)  0.9946
C (-2.81, 0.48, -0.92)  -0.3860
C (-3.76, 1.00, -1.78)  -0.0727
C (-5.07, 1.17, -1.35)  -0.0512
C (-5.43, 0.82, -0.05)  -0.0557
C (-4.47, 0.29, 0.81)  -0.0598
C (-3.17, 0.13, 0.39)  -0.1295
C (-0.99, -1.55, -1.77)  -0.4102
C (-1.98, -2.42, -1.32)  -0.0908
C (-1.82, -3.80, -1.45)  -0.0599
C (-0.68, -4.31, -2.04)  -0.0623
C (0.30, -3.45, -2.52)  -0.0604
C (0.15, -2.08, -2.38)  -0.1399
H (-0.53, 4.13, -4.42)  0.1148
H (-0.17, 2.76, -6.46)  0.1167
H (-0.37, 0.29, -6.33)  0.1136
H (-0.82, -0.79, -4.18)  0.1004
H (-3.49, 1.27, -2.80)  0.1113
H (-5.81, 1.59, -2.02)  0.1138
H (-6.44, 0.95, 0.28)  0.1132
H (-4.75, 0.03, 1.82)  0.1070
H (-2.41, -0.23, 1.08)  0.0670
H (-2.89, -2.04, -0.88)  0.0996
H (-2.60, -4.46, -1.10)  0.1125
H (-0.56, -5.38, -2.15)  0.1129
H (1.19, -3.85, -3.00)  0.1155
H (0.93, -1.42, -2.74)  0.0953
O (2.87, 3.64, -3.13)  0.0926
C (3.43, 2.48, -3.49)  -0.2486
C (4.31, 2.50, -4.57)  0.0052
C (4.92, 1.33, -4.99)  -0.0542
C (4.66, 0.12, -4.35)  -0.0728
C (3.79, 0.09, -3.29)  -0.0138
C (3.17, 1.26, -2.84)  -0.0717
C (2.22, 1.20, -1.75)  -0.5330
O (1.66, 2.24, -1.27)  -0.1200
O (1.86, 0.08, -1.22)  -0.2046
H (2.29, 3.50, -2.36)  0.0848
H (4.51, 3.44, -5.06)  0.1252
H (5.61, 1.37, -5.82)  0.1126
H (5.15, -0.79, -4.68)  0.1060
H (3.57, -0.84, -2.77)  0.1047
C (-1.83, -1.96, 5.63)  -0.1745
Si (-1.05, -0.81, 4.39)  0.4319
C (0.62, -0.23, 4.98)  -0.1730
C (-2.23, 0.59, 4.03)  -0.1532
C (-0.85, -1.84, 2.80)  -0.5051
Te (0.47, -1.36, 1.18)  1.4715
C (2.29, -1.70, 2.21)  -0.5296
Si (3.22, -3.17, 1.46)  0.4011
C (3.69, -2.73, -0.29)  -0.1738
C (4.72, -3.46, 2.53)  -0.1718
C (2.08, -4.66, 1.48)  -0.1813
H (-2.03, -1.43, 6.57)  0.0399
H (-1.18, -2.81, 5.86)  0.0363
H (-2.78, -2.36, 5.27)  0.0368
H (0.51, 0.37, 5.88)  0.0448
H (1.13, 0.38, 4.23)  -0.0120
H (1.26, -1.07, 5.23)  0.0351
H (-2.31, 1.27, 4.89)  0.0511
H (-3.23, 0.21, 3.82)  0.0346
H (-1.91, 1.18, 3.17)  0.0009
H (-1.81, -2.04, 2.32)  0.0061
H (-0.43, -2.82, 3.05)  0.0134
H (2.02, -1.88, 3.25)  0.0053
H (2.89, -0.78, 2.20)  -0.0360
H (4.32, -1.84, -0.32)  0.0423
H (2.80, -2.53, -0.90)  0.0010
H (4.24, -3.55, -0.76)  0.0435
H (5.37, -2.58, 2.54)  0.0381
H (5.30, -4.30, 2.16)  0.0382
H (4.44, -3.68, 3.56)  0.0366
H (1.19, -4.49, 0.87)  0.0082
H (1.76, -4.90, 2.50)  0.0375
H (2.59, -5.54, 1.08)  0.0393

Computed properties:
Total charge ... +1
Relative energy (zero: lowest compared OMol25 entry of this formula, charge and spin) ... 0.0 kcal per mole
Kohn-Sham gap ... 7.23 eV
E ... -119381.7110 eV
2S+1 ... 1
LUMO level ... -3.328 eV

---

Record 2
Formula: C40H46BF5
Source: the Open Molecules 2025 dataset
Level of theory: ωB97M-V with the def2-TZVPD basis set

Last column: Löwdin charge in e.
Cartesian coordinates (Å):
B (0.13, -4.35, 0.12)  0.0221
C (0.39, -2.81, 0.16)  -0.2317
C (0.68, -2.21, -1.24)  -0.1718
C (-0.54, -1.96, -2.18)  -0.3450
C (-1.91, -2.06, -1.49)  -0.0663
C (-0.28, -0.64, -2.97)  -0.1700
C (-0.90, 0.62, -2.35)  -0.1963
C (-0.14, 1.25, -1.21)  -0.0795
C (-0.19, 2.61, -1.06)  -0.3393
C (-0.80, 3.28, 0.13)  -0.0707
C (0.34, 3.55, -2.12)  -0.0627
H (0.99, -5.13, 0.37)  0.0242
H (-0.98, -4.72, -0.14)  0.0245
H (1.31, -2.67, 0.73)  0.0662
H (-0.39, -2.28, 0.71)  0.0929
H (1.35, -2.90, -1.76)  0.1130
H (1.24, -1.28, -1.10)  0.0825
H (-0.52, -2.76, -2.93)  0.1236
H (-1.94, -1.51, -0.55)  0.0790
H (-2.67, -1.68, -2.17)  0.0698
H (-2.09, -3.11, -1.30)  0.0620
H (-0.60, -0.74, -4.01)  0.0986
H (0.80, -0.51, -3.00)  0.1090
H (-1.94, 0.51, -2.06)  0.1060
H (-0.90, 1.38, -3.14)  0.1101
H (0.48, 0.63, -0.56)  0.0881
H (-1.73, 3.73, -0.25)  0.0941
H (-1.10, 2.56, 0.89)  0.0588
H (-0.21, 4.08, 0.58)  0.0754
H (0.72, 2.98, -2.97)  0.0759
H (-0.45, 4.22, -2.47)  0.0785
H (1.11, 4.18, -1.66)  0.0709
F (2.42, -0.68, 1.37)  0.0475
C (1.80, -0.40, 2.54)  -0.2846
C (0.95, 0.69, 2.61)  0.0010
C (0.32, 0.96, 3.82)  -0.0695
C (0.56, 0.15, 4.93)  -0.0920
C (1.42, -0.93, 4.83)  -0.0802
C (2.05, -1.21, 3.63)  -0.0170
H (0.78, 1.30, 1.74)  0.0975
H (-0.35, 1.80, 3.89)  0.0747
H (0.07, 0.37, 5.87)  0.0984
H (1.61, -1.55, 5.69)  0.1054
H (2.72, -2.05, 3.52)  0.1118
F (-1.89, 3.50, 3.21)  0.0422
C (-3.06, 3.17, 3.82)  -0.2786
C (-3.02, 2.33, 4.91)  -0.0150
C (-4.21, 2.00, 5.54)  -0.0770
C (-5.42, 2.50, 5.06)  -0.0941
C (-5.42, 3.34, 3.95)  -0.0808
C (-4.23, 3.69, 3.33)  -0.0147
H (-2.08, 1.94, 5.27)  0.0979
H (-4.20, 1.35, 6.40)  0.1062
H (-6.34, 2.24, 5.55)  0.1017
H (-6.36, 3.74, 3.58)  0.1055
H (-4.22, 4.35, 2.47)  0.1176
F (4.75, -8.89, 2.84)  0.0549
C (4.65, -7.77, 2.09)  -0.2881
C (4.00, -6.67, 2.63)  -0.0156
C (3.90, -5.52, 1.86)  -0.0887
C (4.44, -5.49, 0.58)  -0.0974
C (5.09, -6.60, 0.07)  -0.0824
C (5.20, -7.76, 0.83)  -0.0180
H (3.58, -6.73, 3.62)  0.1169
H (3.40, -4.65, 2.26)  0.0957
H (4.35, -4.59, -0.02)  0.1013
H (5.50, -6.57, -0.93)  0.1043
H (5.71, -8.63, 0.45)  0.1168
F (5.71, 8.20, -1.58)  0.0559
C (5.02, 7.24, -0.94)  -0.2884
C (4.82, 6.02, -1.56)  -0.0167
C (4.11, 5.04, -0.89)  -0.0898
C (3.61, 5.28, 0.38)  -0.1004
C (3.82, 6.52, 0.99)  -0.0830
C (4.53, 7.50, 0.33)  -0.0179
H (5.22, 5.86, -2.55)  0.1174
H (3.95, 4.08, -1.36)  0.1040
H (3.05, 4.51, 0.90)  0.0982
H (3.42, 6.71, 1.97)  0.1046
H (4.71, 8.47, 0.78)  0.1171
F (-7.51, -0.93, -6.21)  0.0554
C (-6.24, -1.31, -5.99)  -0.2881
C (-5.38, -0.45, -5.33)  -0.0156
C (-4.08, -0.85, -5.10)  -0.0832
C (-3.65, -2.10, -5.54)  -0.0973
C (-4.52, -2.94, -6.21)  -0.0820
C (-5.83, -2.56, -6.44)  -0.0175
H (-5.74, 0.52, -5.01)  0.1173
H (-3.39, -0.20, -4.59)  0.0957
H (-2.62, -2.40, -5.37)  0.0963
H (-4.18, -3.91, -6.56)  0.1049
H (-6.54, -3.20, -6.95)  0.1173

Computed properties:
SMILES ... BCC[C@@H](C)CCC=C(C)C.Fc1ccccc1.Fc1ccccc1.Fc1ccccc1.Fc1ccccc1.Fc1ccccc1
Kohn-Sham gap ... 7.74 eV
E ... -56486.1767 eV
2S+1 ... 1
LUMO level ... 0.373 eV

---

Record 3
Formula: C40H46BaN7O3S6
Source: the Open Molecules 2025 dataset
Level of theory: ωB97M-V with the def2-TZVPD basis set

Last column: Löwdin charge in e.
Cartesian coordinates (Å):
Ba (-0.15, 0.06, 0.11)  1.6398
S (2.61, 1.38, 1.12)  0.4618
C (3.37, 0.83, -0.36)  -0.7890
C (4.77, 0.68, -0.46)  -0.1207
C (5.34, 0.17, -1.61)  -0.0990
C (4.52, -0.17, -2.68)  -0.0987
C (3.17, 0.05, -2.54)  -0.1736
N (2.59, 0.52, -1.42)  -0.0239
H (5.38, 0.95, 0.40)  0.0865
H (6.41, 0.02, -1.67)  0.0970
H (4.92, -0.59, -3.60)  0.0932
H (2.49, -0.16, -3.36)  0.1036
O (-3.41, -0.52, 5.43)  0.0149
C (-3.07, 0.75, 5.13)  -0.2762
C (-3.63, 1.77, 5.90)  -0.0274
C (-3.30, 3.09, 5.66)  -0.0937
C (-2.39, 3.42, 4.66)  -0.0910
C (-1.84, 2.41, 3.89)  -0.0385
C (-2.18, 1.07, 4.09)  -0.0751
C (-1.59, 0.05, 3.18)  -0.4572
O (-1.02, 0.43, 2.09)  -0.5353
N (-1.74, -1.21, 3.53)  -0.0016
N (-1.12, -2.07, 2.63)  -0.0542
C (-1.41, -3.30, 2.81)  -0.8937
S (-2.50, -3.85, 4.10)  0.9276
C (-2.43, -5.59, 3.62)  -0.5339
C (-1.07, -5.86, 3.00)  -0.5280
S (-0.80, -4.58, 1.76)  0.9532
H (-2.82, -1.09, 4.86)  0.0350
H (-4.32, 1.50, 6.69)  0.1107
H (-3.75, 3.87, 6.26)  0.0965
H (-2.11, 4.46, 4.48)  0.0977
H (-1.12, 2.64, 3.10)  0.0849
H (-3.23, -5.81, 2.92)  0.0629
H (-2.57, -6.19, 4.53)  0.0718
H (-1.03, -6.82, 2.50)  0.0776
H (-0.29, -5.80, 3.75)  0.0734
C (-3.61, 3.54, 0.88)  -0.0276
C (-3.70, 3.12, -0.55)  -0.2728
C (-4.81, 2.57, -1.11)  -0.0136
C (-4.73, 2.15, -2.45)  -0.3153
N (-3.65, 2.31, -3.21)  0.1036
C (-2.53, 2.87, -2.67)  -0.8680
S (-1.09, 3.11, -3.49)  0.5323
N (-2.60, 3.26, -1.34)  0.0962
C (-5.90, 1.46, -3.09)  -0.0300
H (-4.59, 3.87, 1.24)  0.0917
H (-2.89, 4.34, 1.02)  0.0059
H (-3.31, 2.68, 1.47)  0.0612
H (-5.70, 2.41, -0.52)  0.1170
H (-1.76, 3.68, -0.96)  0.0640
H (-6.84, 1.77, -2.63)  0.0729
H (-5.78, 0.38, -2.94)  0.0928
H (-5.90, 1.66, -4.16)  0.0777
C (-3.82, -4.98, -1.24)  -0.1090
C (-3.46, -4.17, -0.13)  -0.1402
C (-2.66, -3.07, -0.33)  -0.1113
C (-2.17, -2.70, -1.61)  -0.2241
C (-1.31, -1.53, -1.77)  -0.2982
C (-0.93, -1.29, -3.08)  -0.2123
C (-1.31, -2.09, -4.19)  -0.1074
C (-2.11, -3.18, -4.02)  -0.0773
C (-2.56, -3.52, -2.71)  -0.1874
C (-3.38, -4.66, -2.49)  -0.0621
H (-4.45, -5.85, -1.08)  0.0876
H (-3.80, -4.43, 0.86)  0.0731
H (-2.38, -2.45, 0.52)  0.0584
H (-0.29, -0.42, -3.30)  0.0635
H (-0.98, -1.82, -5.19)  0.0915
H (-2.40, -3.80, -4.86)  0.0955
H (-3.66, -5.28, -3.34)  0.0997
C (-4.96, -1.73, 2.60)  -0.0511
C (-4.44, -0.64, 1.77)  -0.2201
N (-4.03, 0.22, 1.11)  0.2016
H (-4.54, -2.68, 2.26)  0.0455
H (-6.04, -1.77, 2.53)  0.0819
H (-4.66, -1.58, 3.64)  0.0532
S (-0.38, 4.83, 1.10)  0.5940
C (1.13, 5.23, 0.53)  -1.1492
N (2.10, 4.41, 0.18)  -0.0725
C (3.42, 4.94, -0.14)  -0.2127
C (3.29, 6.46, -0.29)  -0.4259
S (1.66, 6.91, 0.40)  0.8909
H (2.04, 3.40, 0.43)  -0.0080
H (3.77, 4.49, -1.07)  0.1176
H (4.12, 4.66, 0.64)  0.1155
H (3.33, 6.77, -1.32)  0.0667
H (4.06, 6.98, 0.27)  0.0641
C (1.72, -3.30, -2.00)  -0.0594
C (2.64, -3.55, -0.83)  -0.2851
O (2.22, -2.75, 0.27)  -0.1916
C (3.01, -3.00, 1.42)  -0.2933
C (2.58, -2.08, 2.54)  -0.0712
H (2.05, -3.89, -2.86)  0.0836
H (1.72, -2.25, -2.27)  0.0471
H (0.69, -3.58, -1.76)  0.0755
H (3.68, -3.31, -1.08)  0.1152
H (2.61, -4.61, -0.54)  0.1143
H (4.06, -2.83, 1.19)  0.1148
H (2.91, -4.05, 1.72)  0.1104
H (2.76, -1.03, 2.26)  0.0089
H (3.15, -2.30, 3.45)  0.0798
H (1.52, -2.20, 2.75)  0.0537

Computed properties:
Total charge ... -1
Relative energy (zero: lowest compared OMol25 entry of this formula, charge and spin) ... 26.0 kcal per mole
Kohn-Sham gap ... 6.53 eV
E ... -124509.5136 eV
2S+1 ... 1
LUMO level ... 1.962 eV

---

Which of these has the lowest E? C40H46BaN7O3S6

---

What is the 2S+1 in the third record? 1

---

What is the formula in the third record? C40H46BaN7O3S6

---

Which value of 2S+1 does entry 2 give? 1